#a
Here is 2 unconnected molecules or ions with the total composition C4H9NO3 from OMol25. Energies are from wB97M-V/def2-TZVPD.

Properties
net charge: 0
gap between HOMO and LUMO: 10.126 eV
SMILES string: C[C@@H](C=O)NC=O.O
highest occupied orbital energy: -9.520 eV

Cartesian coordinates (Å):
C 0.64 -1.00 -1.76
C 0.68 -0.06 -0.61
C 2.03 0.75 -0.57
O 1.98 1.90 -0.89
N -0.52 0.72 -0.56
C -0.79 1.39 0.62
O -1.93 1.89 0.75
H 0.57 -0.41 -2.64
H -0.11 -1.87 -1.67
H 1.64 -1.46 -1.92
H 0.86 -0.90 0.31
H 2.84 0.21 -0.34
H -1.10 0.80 -1.46
H -0.08 1.44 1.46
O -2.22 -1.33 2.75
H -1.81 -1.61 3.61
H -2.69 -0.46 2.92

---

#b
Here is 2 unconnected molecules or ions with the total composition C4H9NO3 from OMol25. Energies are from wB97M-V/def2-TZVPD.

Properties
net charge: 0
gap between HOMO and LUMO (spin up / spin down): 7.745 / 7.741 eV
SMILES string: [O-][NH+]=C(O)O.C=CC
highest occupied orbital energy (spin up / spin down): -7.696 / -7.692 eV

Cartesian coordinates (Å):
O 0.53 0.88 -1.32
N 1.43 0.85 -0.38
C 1.75 -0.31 0.20
O 2.08 -1.33 -0.60
O 2.47 -0.29 1.36
H 1.43 1.66 0.26
H 2.39 -2.07 -0.06
H 2.17 0.41 1.95
C -1.63 -0.91 -1.20
C -1.19 -0.33 -0.09
C -1.78 0.88 0.57
H -2.29 -0.35 -1.86
H -1.22 -1.83 -1.57
H -0.37 -0.85 0.55
H -1.97 1.64 -0.19
H -2.71 0.64 1.10
H -1.10 1.31 1.29

---

#c
Here is 2 unconnected molecules or ions with the total composition C4H9NO3 from OMol25. Energies are from wB97M-V/def2-TZVPD.

Properties
net charge: 0
gap between HOMO and LUMO: 7.105 eV
highest occupied orbital energy: -9.462 eV

Cartesian coordinates (Å):
C -1.53 0.27 -0.87
O -2.52 -0.18 -0.27
C -0.10 -0.46 -0.19
C 1.06 -0.20 -0.90
C 2.06 0.77 -0.49
O 3.27 0.52 -1.03
O 1.90 1.71 0.24
N -0.11 -0.02 1.19
H -1.53 0.06 -1.96
H -1.26 1.34 -0.86
H -0.23 -1.54 -0.11
H -2.70 -1.18 2.38
H 1.38 -0.86 -1.69
H 4.00 0.52 -0.40
H 0.42 0.84 1.32
H -3.07 -1.80 2.21
H -1.06 0.20 1.43

---

Most stable one: #a, least stable one: #c.

---

#a
Here is a gas-phase ion, C3H7N2O2 (charge +1) from OMol25. Energies are from wB97M-V/def2-TZVPD.

Properties
net charge: +1
gap between HOMO and LUMO: 9.624 eV
highest occupied orbital energy: -13.291 eV

Cartesian coordinates (Å):
C -1.07 0.91 -0.98
C 0.76 -0.29 -0.19
C -1.85 0.10 -0.33
N -1.40 -0.88 0.53
N 1.33 0.70 0.87
O 0.00 -1.25 0.35
O 1.75 -0.62 -1.02
H -0.92 1.70 -1.67
H -2.93 0.18 -0.31
H -1.92 -1.75 0.56
H 1.72 1.50 0.36
H 2.07 0.26 1.43
H 0.57 1.01 1.49
H 1.89 -1.58 -1.10

---

#b
Here is a gas-phase ion, C3H7N2O2 (charge +1) from OMol25. Energies are from wB97M-V/def2-TZVPD.

Properties
net charge: +1
gap between HOMO and LUMO: 9.811 eV
SMILES string: NC(=O)[C@H]1O[C@@H]1[NH3+]
highest occupied orbital energy: -13.637 eV

Cartesian coordinates (Å):
N 0.33 0.41 2.51
C 0.45 -0.64 1.71
O 1.13 -1.62 1.75
C -0.37 -0.63 0.15
O -1.08 0.56 -0.21
C 0.12 0.29 -0.89
N -0.23 0.08 -2.31
H -0.29 1.17 2.55
H 0.95 0.51 3.24
H -0.87 -1.55 0.02
H 0.87 1.15 -0.82
H -1.28 0.20 -2.24
H 0.13 -0.81 -2.63
H 0.15 0.86 -2.83

---

Most stable one: #b, least stable one: #a.

---

#a
Here is 2 unconnected molecules or ions with the total composition C3H7N2O2 from OMol25. Energies are from wB97M-V/def2-TZVPD.

Properties
net charge: +1
gap between HOMO and LUMO: 10.063 eV
highest occupied orbital energy: -13.870 eV

Cartesian coordinates (Å):
C -1.11 1.25 1.18
C 1.02 -1.04 -1.08
C 0.17 1.40 0.97
N 2.30 -0.83 -1.32
N -0.02 -1.52 -0.88
O -1.96 0.59 0.23
O -1.20 -1.75 -0.66
H -1.66 1.73 1.99
H 0.69 2.15 1.61
H 0.79 1.04 0.24
H 2.62 -1.17 -2.19
H 2.89 -1.10 -0.58
H -2.76 0.29 0.68
H -1.76 -1.03 -0.18

---

#b
Here is 2 unconnected molecules or ions with the total composition C3H7N2O2 from OMol25. Energies are from wB97M-V/def2-TZVPD.

Properties
net charge: +1
gap between HOMO and LUMO: 9.851 eV
highest occupied orbital energy: -15.088 eV

Cartesian coordinates (Å):
C 0.01 0.45 0.10
C 0.09 1.86 0.07
C 0.84 -1.79 -0.21
N 0.93 -0.41 0.05
N -1.95 0.00 0.07
O -2.07 -1.16 0.22
O -2.55 0.97 -0.18
H -0.02 2.26 -0.88
H 1.09 2.28 0.21
H -0.62 2.29 0.82
H 1.84 -2.28 -0.55
H -0.09 -2.14 -0.84
H 0.63 -2.16 0.88
H 1.87 -0.15 0.23

---

Most stable one: #a, least stable one: #b.

---

#a
Here is a gas-phase ion, C3H7N2O2 (charge +1) from OMol25. Energies are from wB97M-V/def2-TZVPD.

Properties
net charge: +1
gap between HOMO and LUMO (spin up / spin down): 7.993 / 7.992 eV
SMILES string: C=[N+]([O-])C/[NH+]=C/O
highest occupied orbital energy (spin up / spin down): -13.501 / -13.500 eV

Cartesian coordinates (Å):
C -0.65 1.34 -0.33
N -1.43 0.29 -0.06
O -2.58 0.21 0.44
C -0.79 -1.10 -0.29
N 0.62 -0.94 -0.40
C 1.26 -0.32 0.60
O 2.32 0.37 0.40
H -1.15 2.32 -0.04
H 0.25 1.33 -0.87
H -1.31 -1.55 -1.18
H -1.03 -1.73 0.54
H 1.07 -0.81 -1.30
H 0.82 -0.53 1.59
H 2.60 1.14 0.89

---

#b
Here is 2 unconnected molecules or ions with the total composition C3H7N2O2 from OMol25. Energies are from wB97M-V/def2-TZVPD.

Properties
net charge: +1
gap between HOMO and LUMO: 9.919 eV
highest occupied orbital energy: -15.018 eV

Cartesian coordinates (Å):
C -3.88 -0.52 0.39
C -4.05 0.59 -0.09
C 2.84 0.29 0.34
N 0.62 -0.62 -0.16
N -0.58 -0.47 -0.33
O -1.21 0.64 -0.19
O 1.46 0.47 -0.03
H -3.88 -1.33 0.98
H -2.19 0.54 -0.06
H -4.01 1.58 -0.60
H 3.37 1.27 0.39
H 3.53 -0.41 -0.37
H 3.15 0.03 1.39
H 0.88 -1.52 -0.41

---

Most stable one: #a, least stable one: #b.

---

#a
Here is a gas-phase ion, C7H15N2OS (charge +1) from OMol25. Energies are from wB97M-V/def2-TZVPD.

Properties
net charge: +1
gap between HOMO and LUMO: 7.506 eV
SMILES string: NC[C@H](O)C[C@H]1C=[NH+][C@@H](S)C1
highest occupied orbital energy: -12.004 eV

Cartesian coordinates (Å):
N 3.70 -0.75 0.48
C 2.63 -0.55 -0.47
C 1.71 0.68 -0.24
O 2.43 1.61 0.55
C 0.42 0.27 0.49
C -0.58 -0.45 -0.45
C -1.35 -1.35 0.43
N -2.58 -1.03 0.54
C -3.01 0.02 -0.40
S -4.14 1.25 0.26
C -1.67 0.48 -1.02
H 3.37 -0.80 1.44
H 4.40 -0.02 0.41
H 2.02 -1.46 -0.49
H 3.08 -0.46 -1.46
H 1.46 1.13 -1.21
H 1.99 2.47 0.52
H 0.71 -0.37 1.33
H -0.09 1.14 0.93
H -0.03 -0.99 -1.23
H -0.90 -2.16 1.01
H -3.22 -1.48 1.19
H -3.61 -0.49 -1.15
H -3.54 1.40 1.45
H -1.76 0.40 -2.11
H -1.45 1.52 -0.81

---

#b
Here is a gas-phase ion, C7H15N2OS (charge +1) from OMol25. Energies are from wB97M-V/def2-TZVPD.

Properties
net charge: +1
gap between HOMO and LUMO (spin up / spin down): 4.119 / 4.120 eV
highest occupied orbital energy (spin up / spin down): -9.645 / -9.645 eV

Cartesian coordinates (Å):
C 1.25 -1.46 0.34
C -0.02 -0.73 -1.71
C -1.35 -0.04 -1.39
C -2.93 -0.05 0.98
C 1.01 -0.52 -0.63
C -2.54 1.33 1.31
C 2.67 1.22 0.13
N 0.60 -2.68 0.38
N 1.54 0.76 -0.64
O 2.07 -1.19 1.38
S -2.41 -1.03 -0.27
H -0.20 -1.79 -1.90
H 0.36 -0.29 -2.64
H -1.18 0.94 -0.95
H -1.93 0.07 -2.30
H -3.58 -0.58 1.65
H -1.70 1.32 2.01
H -3.37 1.82 1.82
H -2.26 1.92 0.45
H 3.61 0.80 -0.23
H 2.71 2.30 0.04
H 2.55 0.95 1.17
H 0.99 -3.36 1.01
H 0.29 -3.08 -0.49
H 2.20 -1.97 1.93
H 1.45 1.22 -1.53

---

Most stable one: #a, least stable one: #b.

---

#a
Here is 2 unconnected molecules or ions with the total composition C5H7PS from OMol25. Energies are from wB97M-V/def2-TZVPD.

Properties
net charge: 0
gap between HOMO and LUMO (spin up / spin down): 8.353 / 7.638 eV
highest occupied orbital energy (spin up / spin down): -8.557 / -7.761 eV

Cartesian coordinates (Å):
C 1.56 -0.73 0.55
C 1.89 0.50 -0.14
C 0.31 -0.78 1.03
C 0.87 1.38 -0.21
C -1.69 0.37 -0.60
P -0.54 0.78 0.73
S -3.20 -0.38 -0.22
H 2.28 -1.53 0.63
H 2.86 0.66 -0.57
H -0.12 -1.61 1.57
H 0.91 2.35 -0.66
H -0.57 -1.06 -1.59
H -1.78 1.10 -1.40
H -2.78 -1.06 0.85

---

#b
Here is C5H7PS in the gas phase from OMol25. Energies are from wB97M-V/def2-TZVPD.

Properties
net charge: 0
gap between HOMO and LUMO: 8.684 eV
SMILES string: C=C1C=C[P@@H](=S)C1
highest occupied orbital energy: -8.582 eV

Cartesian coordinates (Å):
C -2.11 -0.71 0.45
C -0.82 -0.29 0.20
C -0.56 1.18 0.44
C 0.71 1.53 0.06
P 1.66 0.12 -0.61
S 3.54 -0.59 0.14
C 0.32 -1.04 -0.29
H -2.34 -1.73 0.40
H -2.85 0.04 0.76
H -1.20 1.88 0.92
H 0.97 2.52 -0.08
H 1.43 0.31 -1.93
H 0.96 -1.48 0.63
H 0.30 -1.74 -1.10

---

Most stable one: #b, least stable one: #a.